1.
69
Properties=species:S:1:pos:R:3:nbo_charge:R:1 method="wB97M-V/def2-TZVPD" charge=+1 e_lumo_ev="-4.00 / -4.00" s_squared=0.75 homo_lumo_gap_ev="6.34 / 7.04" fmax_ev_per_a=0.57 multiplicity=2 relative_energy_ev=0.7251
Al 0.265 -0.026 -0.356 1.9736
N 1.595 -1.550 -0.466 -0.7187
N 1.531 -1.822 -1.852 -0.5160
C 1.100 -0.799 -2.717 0.8800
O 1.214 -0.907 -3.893 -0.5599
O 0.562 0.218 -2.058 -0.9052
H 2.567 -1.382 -0.173 0.4011
H 1.225 -2.344 0.072 0.4266
H 2.116 -2.557 -2.229 0.4157
N 3.059 3.009 4.537 -0.2133
C 2.545 2.986 3.513 0.2346
C 1.906 2.935 2.227 -0.1762
C 1.525 4.089 1.545 -0.0547
C 0.912 3.962 0.308 -0.2242
C 0.690 2.697 -0.197 0.0882
N 1.048 1.577 0.472 -0.6018
C 1.653 1.696 1.658 0.1275
H 1.706 5.060 1.981 0.2564
H 0.611 4.826 -0.262 0.2601
H 0.225 2.560 -1.168 0.2475
H 1.933 0.792 2.175 0.2333
C -3.139 -0.603 -0.775 -0.6953
C -2.384 -0.584 0.534 0.6753
O -3.099 -0.625 1.576 -0.6626
N -1.082 -0.553 0.571 -1.2920
Te -1.304 -0.527 3.377 1.1037
C -1.913 -0.563 5.429 -0.3719
C -0.925 -0.372 6.394 0.0846
C 0.491 0.035 6.079 -0.6569
C -1.256 -0.568 7.731 -0.2472
C -2.533 -0.934 8.125 0.0302
C -2.867 -1.178 9.568 -0.6338
C -3.515 -1.031 7.145 -0.2168
C -3.234 -0.822 5.803 0.0001
C -4.384 -0.732 4.839 -0.6443
C -0.798 -2.592 3.282 -0.2193
C -1.729 -3.625 3.329 -0.0370
C -3.205 -3.472 3.098 -0.6557
C -1.264 -4.924 3.547 -0.1620
C 0.077 -5.228 3.677 0.0110
C 0.547 -6.627 3.943 -0.6339
C 0.990 -4.188 3.519 -0.2277
C 0.574 -2.883 3.323 -0.0712
C 1.631 -1.835 3.092 -0.6305
H -4.211 -0.615 -0.605 0.2392
H -2.850 -1.487 -1.341 0.2343
H -2.876 0.270 -1.372 0.2240
H 0.552 0.702 5.217 0.2057
H 1.128 -0.830 5.885 0.2156
H 0.922 0.560 6.928 0.2369
H -0.487 -0.434 8.482 0.2110
H -1.982 -1.100 10.197 0.2200
H -3.295 -2.170 9.702 0.2284
H -3.601 -0.456 9.924 0.2295
H -4.535 -1.242 7.436 0.2138
H -5.203 -1.385 5.136 0.2270
H -4.106 -0.964 3.807 0.2266
H -4.765 0.291 4.836 0.2308
H -3.479 -2.480 2.757 0.2404
H -3.771 -3.714 3.999 0.2308
H -3.509 -4.180 2.326 0.2321
H -1.995 -5.720 3.605 0.2094
H -0.285 -7.325 3.972 0.2245
H 1.067 -6.681 4.899 0.2312
H 1.244 -6.959 3.175 0.2252
H 2.050 -4.402 3.549 0.2098
H 2.577 -2.310 2.838 0.2228
H 1.805 -1.197 3.962 0.2336
H 1.328 -1.186 2.263 0.1759

=====

2.
67
Properties=species:S:1:pos:R:3:nbo_charge:R:1 method="wB97M-V/def2-TZVPD" charge=+1 e_lumo_ev="-1.97 / -2.47" s_squared=0.77 homo_lumo_gap_ev="5.70 / 7.81" fmax_ev_per_a=0.46 multiplicity=2
Cu 1.178 -0.044 -0.736 0.9144
O 1.285 -2.293 -0.226 -0.7964
C 0.388 -3.237 -0.843 -0.0653
C -0.822 -2.522 -1.410 -0.4247
C -0.468 -1.784 -2.716 -0.4531
C -0.941 -0.365 -2.820 0.2520
C -1.951 0.009 -3.697 -0.2425
C -2.295 1.342 -3.820 -0.1377
C -1.612 2.280 -3.063 -0.2596
C -0.638 1.826 -2.196 0.0494
N -0.311 0.538 -2.052 -0.5777
H 1.008 -2.261 0.702 0.4952
H 0.109 -3.990 -0.105 0.1905
H 0.952 -3.735 -1.632 0.1834
H -1.207 -1.833 -0.649 0.2246
H -1.620 -3.243 -1.595 0.2266
H -0.853 -2.338 -3.573 0.2269
H 0.623 -1.757 -2.831 0.2315
H -2.444 -0.749 -4.290 0.2317
H -3.070 1.649 -4.510 0.2329
H -1.821 3.337 -3.138 0.2322
H -0.075 2.524 -1.586 0.1964
S 0.196 -2.257 2.855 0.3281
C -1.524 -2.470 2.626 -0.2470
C -2.313 -3.554 2.982 -0.2074
C -3.678 -3.476 2.753 -0.2222
C -4.229 -2.327 2.181 -0.1976
C -3.436 -1.253 1.814 -0.2519
C -2.059 -1.323 2.028 0.1931
N -1.145 -0.336 1.698 -0.6047
C 0.079 -0.684 2.070 0.0068
C 1.188 0.140 1.816 -0.2003
C 2.533 -0.275 2.089 -0.2058
C 3.597 0.517 1.783 -0.2025
C 3.417 1.798 1.191 -0.2895
C 2.150 2.264 0.972 -0.1228
C 1.010 1.469 1.256 -0.5745
H -1.878 -4.438 3.429 0.2269
H -4.317 -4.302 3.028 0.2249
H -5.298 -2.271 2.023 0.2210
H -3.874 -0.367 1.375 0.2120
H 2.703 -1.240 2.553 0.2227
H 4.597 0.168 2.007 0.2220
H 4.269 2.409 0.930 0.2241
H 2.026 3.265 0.579 0.2053
C -0.183 4.251 1.593 -0.9797
As -0.610 2.368 1.661 1.6979
C -1.082 2.128 3.507 -0.9537
C -2.206 2.317 0.603 -0.9535
H -1.082 4.805 1.862 0.2478
H 0.120 4.542 0.589 0.2402
H 0.616 4.478 2.296 0.2550
H -1.543 3.049 3.861 0.2448
H -0.164 1.938 4.063 0.2579
H -1.759 1.286 3.600 0.2635
H -3.011 2.513 1.312 0.2514
H -2.330 1.344 0.143 0.2712
H -2.171 3.112 -0.138 0.2380
N 4.744 -0.930 -2.681 -0.5030
C 4.261 -0.034 -3.608 -0.0915
C 3.163 0.519 -3.036 -0.0902
N 2.972 -0.014 -1.775 -0.6068
C 3.939 -0.885 -1.602 0.2043
H 5.564 -1.505 -2.776 0.4321
H 4.738 0.123 -4.557 0.2359
H 2.509 1.274 -3.437 0.2216
H 4.088 -1.490 -0.725 0.2254

=====

3.
78
Properties=species:S:1:pos:R:3:mulliken_charge:R:1 method="wB97M-V/def2-TZVPD" charge=+2 e_lumo_ev="-9.01 / -10.96" homo_lumo_gap_ev="5.51 / 3.56" fmax_ev_per_a=3.54 multiplicity=1 relative_energy_ev=1.2235
Sr -10.539 -4.718 13.730 1.7991
C -13.389 -2.062 13.482 -0.9494
C -13.142 -2.089 15.000 -0.5983
C -13.505 -3.383 15.656 0.3530
C -14.816 -3.723 15.982 -0.7296
C -15.044 -4.878 16.743 -0.3886
C -13.961 -5.596 17.247 -0.6927
C -12.681 -5.194 16.825 -0.4624
N -12.453 -4.217 15.956 -0.0217
N -12.149 -2.224 12.666 0.9577
C -12.542 -2.500 11.263 -0.9519
C -13.300 -3.791 11.142 0.3452
C -14.338 -3.870 10.203 -1.1067
C -15.174 -4.971 10.218 -0.4105
C -14.942 -6.019 11.148 -0.8942
C -13.861 -5.860 11.985 -0.5045
N -13.111 -4.787 12.004 0.7143
C -11.398 -0.941 12.624 -1.6928
C -10.350 -0.868 13.689 0.8823
C -9.875 0.445 13.947 -0.7679
C -8.744 0.599 14.771 -0.5355
C -8.166 -0.533 15.278 -0.7492
C -8.820 -1.758 15.129 -0.6070
N -9.890 -1.917 14.341 0.6283
H -13.935 -1.150 13.181 0.4181
H -14.085 -2.896 13.164 0.5327
H -13.701 -1.267 15.458 0.4012
H -12.078 -1.894 15.194 0.1387
H -15.637 -3.118 15.634 0.4691
H -16.053 -5.175 16.988 0.4601
H -14.129 -6.353 18.025 0.4271
H -11.822 -5.772 17.149 0.5135
H -11.591 -2.520 10.722 0.4982
H -13.164 -1.698 10.836 0.3741
H -14.592 -3.018 9.575 0.4699
H -15.990 -5.017 9.478 0.4043
H -15.637 -6.866 11.219 0.4399
H -13.539 -6.676 12.639 0.4358
H -12.096 -0.110 12.684 0.5529
H -10.886 -0.891 11.641 0.5496
H -10.406 1.329 13.597 0.5260
H -8.346 1.624 14.879 0.4476
H -7.247 -0.416 15.832 0.5266
H -8.467 -2.670 15.614 0.7810
C -8.873 -9.302 12.537 -1.4870
C -9.351 -8.021 13.195 0.5925
N -10.358 -7.343 12.745 0.2113
O -10.676 -7.653 11.443 -0.2751
B -9.702 -7.072 10.393 0.5278
F -8.382 -7.529 10.629 -0.3367
F -10.165 -7.473 9.141 -0.2623
O -9.732 -5.575 10.413 -0.5795
N -9.214 -5.070 11.586 0.8760
C -7.911 -4.922 11.537 0.2347
C -7.095 -5.103 10.260 -1.4613
C -7.223 -4.629 12.732 -0.2746
N -7.922 -4.345 13.818 0.7858
O -7.142 -4.194 14.981 -0.6054
B -6.985 -5.541 15.669 0.4803
F -6.361 -6.465 14.924 -0.2914
F -6.267 -5.255 16.813 -0.2921
O -8.368 -6.107 16.045 -0.4337
N -9.142 -6.533 15.006 0.3901
C -8.727 -7.625 14.434 0.3961
C -7.751 -8.628 14.962 -1.9869
C -5.747 -4.838 12.672 -2.0945
H -7.832 -9.559 12.739 0.3256
H -9.478 -10.182 12.904 0.4059
H -8.993 -9.328 11.485 0.3888
H -7.670 -4.556 9.492 0.3657
H -6.094 -4.636 10.294 0.4561
H -6.979 -6.175 9.999 0.2301
H -7.414 -8.270 15.940 0.3388
H -8.278 -9.570 15.095 0.6338
H -6.866 -8.775 14.322 0.3175
H -5.321 -4.383 11.791 0.7056
H -5.293 -4.371 13.532 0.4275
H -5.510 -5.911 12.731 0.3071

=====

4.
73
Properties=species:S:1:pos:R:3:mulliken_charge:R:1 method="wB97M-V/def2-TZVPD" charge=+2 e_lumo_ev="-6.50 / -6.66" s_squared=0.75 homo_lumo_gap_ev="7.81 / 7.80" fmax_ev_per_a=0.45 multiplicity=2 relative_energy_ev=0.1646
Ti 0.115 0.440 0.331 -0.8147
C -3.256 3.333 0.092 -1.3762
C -2.131 2.733 -0.465 -0.2778
N -1.668 1.766 0.331 1.1703
N -2.494 1.727 1.401 -0.4245
C -3.457 2.651 1.276 -0.1769
B -2.371 0.578 2.423 0.1578
N -0.997 0.685 3.135 -0.5073
C -0.746 0.748 4.445 -0.2044
C 0.625 0.853 4.633 -1.2801
C 1.151 0.847 3.350 -0.8014
N 0.167 0.743 2.443 1.5225
N -2.435 -0.716 1.573 -0.3040
C -3.424 -1.618 1.507 -0.2461
C -3.225 -2.413 0.393 -1.4208
C -2.064 -1.915 -0.187 -0.7689
N -1.592 -0.891 0.531 1.4420
H -3.847 4.135 -0.314 0.4680
H -1.643 2.967 -1.398 0.4429
H -4.218 2.760 2.031 0.5010
H -3.251 0.604 3.227 -0.0932
H -1.549 0.715 5.163 0.5008
H 1.155 0.930 5.566 0.5054
H 2.180 0.914 3.034 0.5939
H -4.210 -1.629 2.244 0.5186
H -3.841 -3.226 0.050 0.5134
H -1.559 -2.231 -1.087 0.4873
O -1.065 -4.682 -5.108 -0.4650
C -1.475 -3.416 -5.296 0.5235
O -2.206 -3.132 -6.193 -0.5008
C -0.958 -2.364 -4.345 0.8634
C -1.651 -1.157 -4.319 -1.0655
C -1.231 -0.123 -3.504 -0.1861
C -0.100 -0.292 -2.716 -0.6424
C 0.602 -1.488 -2.733 -0.1817
C 0.175 -2.521 -3.554 -1.2408
N 0.318 0.745 -1.823 0.7095
C 0.751 1.856 -2.266 -0.2493
C 1.063 2.914 -1.303 0.1626
C 1.471 4.174 -1.695 -0.7964
C 1.674 5.143 -0.721 -0.5788
C 1.456 4.808 0.603 -0.9302
C 1.050 3.514 0.914 -0.2701
N 0.862 2.585 -0.015 0.7228
H -0.572 -4.796 -4.285 0.3004
H -2.517 -1.049 -4.959 0.4918
H -1.785 0.807 -3.463 0.4996
H 1.499 -1.587 -2.134 0.6456
H 0.763 -3.431 -3.599 0.3988
H 0.877 2.037 -3.333 0.4869
H 1.615 4.394 -2.745 0.5632
H 1.987 6.142 -0.993 0.4738
H 1.587 5.533 1.394 0.5095
H 0.858 3.222 1.938 0.4296
C 0.967 -3.578 0.081 -1.4111
P 1.027 -2.086 1.131 1.3930
C 2.735 -2.197 1.767 -1.3983
C 0.063 -2.602 2.586 -1.3472
H 1.245 -4.447 0.679 0.5617
H 1.670 -3.487 -0.747 0.3785
H -0.033 -3.736 -0.318 0.3543
H 2.877 -3.153 2.272 0.5494
H 2.931 -1.394 2.476 0.3125
H 3.447 -2.132 0.944 0.3368
H 0.489 -3.515 3.003 0.6139
H -0.972 -2.794 2.307 0.3052
H 0.086 -1.822 3.348 0.2359
C 4.989 0.637 0.143 -1.3691
C 3.540 0.534 0.210 0.6636
N 2.398 0.453 0.265 -0.0434
H 5.447 -0.174 0.707 0.3568
H 5.313 1.589 0.563 0.3479
H 5.318 0.576 -0.894 0.3581

=====

> What is the multiplicity in the first record?

2